(1)
The following is a quantum chemistry calculation of C30H72LiN3O22P as an isolated structure, from OMol25.

Positions of all 129 atoms, in Å:
1 C -3.91799 -0.16926 0.73619
2 N -4.90024 0.02483 -0.39656
3 C -5.64983 -1.34684 -0.64294
4 C -6.05558 0.94495 -0.07667
5 C -4.26405 0.45340 -1.64215
6 C -3.86194 1.87810 -1.83152
7 O -2.94837 2.15869 -3.04031
8 H -4.54316 -0.48960 1.54592
9 H -3.35921 0.81091 1.07937
10 H -3.15438 -0.84507 0.31588
11 H -6.13965 -1.55479 0.11875
12 H -5.00753 -2.09006 -1.04449
13 H -6.26458 -1.32582 -1.44982
14 H -6.55752 0.55068 0.81232
15 H -6.62212 1.15527 -0.90858
16 H -5.74138 1.95161 0.32373
17 H -5.00358 0.29125 -2.42623
18 H -3.55039 -0.36738 -1.94542
19 H -3.13328 2.17146 -0.97611
20 H -4.70823 2.60728 -1.98582
21 H -2.12988 1.60065 -2.80361
22 C 1.39996 3.04755 3.73347
23 N 1.51169 1.52117 3.44785
24 C 2.13414 1.38743 2.03073
25 C 2.60305 1.00582 4.31980
26 C 0.09165 0.85811 3.46842
27 C 0.19422 -0.64579 3.17814
28 O -1.09237 -1.07293 2.60456
29 H 2.40151 3.42546 3.61149
30 H 1.01151 3.13428 4.71852
31 H 0.92293 3.34231 2.90189
32 H 1.38566 1.51942 1.16341
33 H 2.73910 0.62993 1.94039
34 H 2.82947 2.01356 1.74694
35 H 2.69827 -0.12350 4.12872
36 H 2.26113 1.31481 5.35535
37 H 3.53893 1.45322 4.14679
38 H -0.30745 1.26221 2.63978
39 H -0.37990 1.18823 4.39315
40 H 0.35566 -1.28133 4.02159
41 H 0.90729 -0.90270 2.40492
42 H -1.42166 -0.67684 1.71357
43 C 4.05653 -2.79449 -0.40408
44 N 2.74695 -3.17908 0.15842
45 C 1.72122 -2.28634 -0.41847
46 C 2.64655 -4.62026 -0.13895
47 C 3.02269 -2.86723 1.61061
48 C 1.98834 -3.53850 2.44713
49 O 2.18661 -3.32476 3.82967
50 H 3.92273 -2.84195 -1.45753
51 H 4.75840 -3.51976 -0.11042
52 H 4.42498 -1.76458 -0.29221
53 H 0.77811 -2.09416 -0.00989
54 H 1.57072 -2.64747 -1.56054
55 H 2.19596 -1.28874 -0.41341
56 H 3.29084 -5.23957 0.53643
57 H 2.71891 -5.03420 -1.06320
58 H 1.51318 -4.98840 0.00929
59 H 3.14526 -1.82658 1.85188
60 H 3.95608 -3.32746 1.92735
61 H 1.95081 -4.56448 2.34869
62 H 1.04608 -3.31760 2.10228
63 H 3.14908 -2.82894 3.67735
64 Li 0.68435 1.42827 -2.56547
65 P -0.67632 1.06217 -0.44549
66 O -1.06032 2.34117 0.14088
67 O -1.08385 1.06403 -2.01171
68 O -1.02517 -0.07849 0.42124
69 O 0.71967 0.99908 -0.78137
70 C -2.12209 2.65002 7.22401
71 O -1.88948 3.41210 6.05768
72 C -2.42070 3.10067 4.92594
73 O -3.22009 2.13971 4.73552
74 O -2.09786 3.93168 4.05326
75 C -2.30086 3.59279 2.76443
76 H -1.36443 2.77875 7.83916
77 H -2.18491 1.62390 6.94763
78 H -3.12268 2.99399 7.72526
79 H -1.33263 3.58051 2.24284
80 H -2.77356 4.43484 2.06400
81 H -3.05706 2.68492 2.79180
82 C 3.19936 -1.11947 -5.30435
83 O 4.02474 -0.82598 -4.18117
84 C 3.63254 0.03476 -3.31715
85 O 2.38154 0.37470 -3.10939
86 O 4.48100 0.37052 -2.30339
87 C 4.05222 1.21690 -1.29865
88 H 3.37358 -2.06603 -5.91840
89 H 2.68437 -0.05489 -5.72161
90 H 2.65081 -1.66788 -4.83305
91 H 3.45166 0.70528 -0.67087
92 H 3.71683 2.09175 -1.83072
93 H 5.05972 1.40686 -0.76758
94 C -0.53047 -0.23798 -5.24165
95 O -0.83031 -1.41858 -5.98149
96 C -0.65477 -2.70738 -5.49953
97 O 0.20121 -2.97636 -4.55127
98 O -1.34745 -3.57063 -6.13536
99 C -1.10746 -5.03788 -5.79711
100 H -1.05131 0.48183 -5.73819
101 H 0.53033 0.07447 -5.31377
102 H -0.85563 -0.31779 -4.10387
103 H -1.27479 -5.07917 -4.74898
104 H -0.24318 -5.36705 -6.19189
105 H -1.77229 -5.47300 -6.41256
106 C 1.01987 4.41916 -0.55658
107 O 1.53257 5.49120 -1.27696
108 C 2.76493 5.63784 -1.69348
109 O 3.55930 4.74471 -1.37557
110 O 3.03757 6.77780 -2.36018
111 C 4.34749 6.99546 -2.73775
112 H 0.03166 4.33135 -0.93316
113 H 1.24405 4.52224 0.45787
114 H 1.55782 3.68016 -1.14964
115 H 4.62808 7.23951 -1.87445
116 H 4.57061 7.73306 -3.60952
117 H 4.82630 5.95848 -3.29180
118 C -1.88025 -2.46068 -1.66960
119 O -1.42970 -3.38453 -0.74048
120 C -1.93471 -3.64594 0.44728
121 O -3.13421 -3.34970 0.75362
122 O -1.11092 -4.32830 1.25247
123 C -1.40876 -4.68744 2.51089
124 H -2.95419 -2.56684 -1.96127
125 H -1.52821 -2.42779 -2.61992
126 H -1.79197 -1.66948 -1.42492
127 H -0.70178 -4.06993 3.14274
128 H -1.32361 -5.78671 2.89102
129 H -2.42813 -4.64685 2.59992

Forces on atoms 1 to 2 (eV/Å):
C 0.8111 2.0039 -0.3225
N -2.0221 -0.4795 0.0789

Calculated values
Net charge: +1
Relative energy (zero: lowest compared OMol25 entry of this formula, charge and spin): 4.7685 eV

These are the Löwdin partial charges, in e, on atoms 1 to 99:
1 C 0.03
2 N -0.29
3 C 0.07
4 C 0.01
5 C -0.17
6 C -0.19
7 O -0.16
8 H 0.10
9 H 0.14
10 H 0.07
11 H 0.02
12 H 0.09
13 H 0.08
14 H 0.11
15 H 0.08
16 H 0.13
17 H 0.13
18 H 0.14
19 H 0.11
20 H 0.13
21 H -0.05
22 C 0.07
23 N -0.27
24 C 0.01
25 C -0.01
26 C -0.01
27 C -0.19
28 O -0.14
29 H 0.11
30 H 0.10
31 H 0.05
32 H 0.12
33 H 0.02
34 H 0.05
35 H 0.12
36 H 0.13
37 H 0.08
38 H 0.07
39 H 0.14
40 H 0.10
41 H 0.09
42 H 0.02
43 C -0.02
44 N -0.32
45 C 0.05
46 C 0.00
47 C -0.11
48 C -0.30
49 O -0.05
50 H 0.10
51 H 0.10
52 H 0.13
53 H 0.07
54 H 0.19
55 H 0.10
56 H 0.14
57 H 0.07
58 H 0.17
59 H 0.13
60 H 0.14
61 H 0.10
62 H 0.07
63 H 0.17
64 Li 0.63
65 P -0.18
66 O -0.31
67 O -0.46
68 O -0.31
69 O -0.42
70 C -0.01
71 O 0.03
72 C -0.68
73 O 0.05
74 O 0.04
75 C -0.09
76 H 0.04
77 H 0.09
78 H 0.15
79 H 0.06
80 H 0.14
81 H 0.13
82 C 0.00
83 O 0.04
84 C -0.48
85 O -0.04
86 O -0.03
87 C -0.05
88 H 0.15
89 H 0.19
90 H -0.05
91 H 0.02
92 H 0.10
93 H 0.14
94 C -0.03
95 O -0.02
96 C -0.53
97 O -0.01
98 O 0.05
99 C 0.09

(2)
The following is a quantum chemistry calculation of C17H31ClMgN4O5 as an isolated structure, from OMol25.

Positions of all 59 atoms, in Å:
1 Mg -16.38197 7.70018 15.69891
2 Cl -13.02540 6.22138 15.02274
3 O -12.44086 5.92266 13.70606
4 O -12.38253 7.33521 15.70138
5 O -14.39259 6.48037 14.84814
6 O -12.92860 5.09109 15.81842
7 C -18.93195 9.44915 16.60792
8 O -17.76507 8.67257 16.48267
9 H -19.90046 8.95249 16.66616
10 H -18.87131 10.15828 17.43350
11 H -18.96626 10.16786 15.78915
12 C -12.55913 9.70185 18.69604
13 C -12.41553 8.34011 19.41922
14 C -13.75239 7.59932 19.62897
15 C -14.68321 7.45752 18.51491
16 N -15.34217 7.42030 17.57495
17 H -11.62521 10.07517 18.27588
18 H -12.99809 10.43613 19.37149
19 H -13.25034 9.49348 17.87939
20 H -11.85612 8.62102 20.31155
21 H -11.65208 7.75739 18.90378
22 H -14.35378 8.24093 20.27300
23 H -13.61112 6.75498 20.30369
24 C -15.07501 6.85604 10.41877
25 C -15.94624 8.16576 10.31760
26 C -17.27982 8.07228 11.09538
27 C -16.94443 7.86858 12.54543
28 N -16.71368 7.69908 13.65217
29 H -14.79801 6.71911 11.46406
30 H -14.14977 6.97201 9.85433
31 H -15.49877 5.86547 10.25354
32 H -16.22357 8.39939 9.28969
33 H -15.30780 9.00243 10.60127
34 H -17.74913 7.11674 10.86125
35 H -17.97831 8.90903 11.10292
36 C -15.67134 2.42080 17.52914
37 C -17.16552 2.60994 17.69558
38 C -17.91792 3.18755 16.48113
39 C -17.46748 4.58550 16.21644
40 N -17.12759 5.67098 16.05818
41 H -15.06491 2.09110 18.37273
42 H -15.19982 3.31001 17.11073
43 H -15.48415 1.65215 16.77931
44 H -17.45965 3.18230 18.57534
45 H -17.70271 1.70941 17.99320
46 H -18.97680 3.28661 16.71999
47 H -17.89500 2.57718 15.57834
48 C -11.79478 11.67660 14.87905
49 C -12.78749 11.78613 13.68122
50 C -13.56001 10.51889 13.35633
51 C -14.40683 9.94343 14.41324
52 N -14.99225 9.44364 15.24534
53 H -10.96888 10.98413 14.71633
54 H -12.33042 11.36300 15.77508
55 H -11.35858 12.67057 14.97836
56 H -12.35873 12.18256 12.76084
57 H -13.46431 12.58977 13.97138
58 H -12.85132 9.75659 13.03266
59 H -14.22806 10.69228 12.51268

Forces on atoms 1 to 2 (eV/Å):
Mg 0.2014 0.1718 0.9589
Cl 3.0767 0.5760 -1.6693

Calculated values
Relative energy (zero: lowest compared OMol25 entry of this formula, charge and spin): 1.5599 eV

Which charges does Löwdin predict for the atoms? In e, they are:
1 Mg 0.42
2 Cl 0.60
3 O -0.36
4 O -0.37
5 O -0.43
6 O -0.33
7 C -0.28
8 O -0.45
9 H 0.05
10 H 0.05
11 H 0.05
12 C -0.10
13 C -0.23
14 C -0.15
15 C -0.11
16 N 0.20
17 H 0.07
18 H 0.07
19 H 0.05
20 H 0.10
21 H 0.11
22 H 0.12
23 H 0.12
24 C -0.08
25 C -0.22
26 C -0.13
27 C -0.11
28 N 0.19
29 H 0.06
30 H 0.07
31 H 0.08
32 H 0.10
33 H 0.09
34 H 0.12
35 H 0.12
36 C -0.09
37 C -0.26
38 C -0.15
39 C -0.10
40 N 0.19
41 H 0.08
42 H 0.07
43 H 0.08
44 H 0.11
45 H 0.10
46 H 0.12
47 H 0.12
48 C -0.08
49 C -0.24
50 C -0.16
51 C -0.14
52 N 0.20
53 H 0.08
54 H 0.06
55 H 0.07
56 H 0.11
57 H 0.11
58 H 0.13
59 H 0.11

| no. | HOMO-LUMO gap (eV) | HOMO (eV) |
| --- | --- | --- |
| 1 | 6.2 | -8.6 |
| 2 | 7.8 | -7.4 |